[1]
ORCA calculation (wB97M-V/def2-TZVPD) on a molecular structure, C10H33AlN4O4PS.

XYZ file:
```
54
C10H33AlN4O4PS, DFT wB97M-V/def2-TZVPD
N -2.59959 -4.21870 1.05249
P -2.29154 -3.26383 -0.18434
O -2.08142 -4.11032 -1.64870
O -0.83760 -2.40611 0.05902
Al -4.01783 -1.70647 -0.57997
S -4.82435 -0.75366 1.33121
C -5.46928 -2.58282 -1.72864
C -6.46792 -3.34351 -0.83036
N -5.79569 -4.46847 -0.16042
H -1.84059 -4.06321 1.71997
H -1.47786 -4.83909 -1.49639
H -0.68201 -1.94572 -0.76498
H -3.34224 -0.53029 -1.45436
H -4.88887 0.58957 1.08389
H -4.94073 -3.25403 -2.42666
H -5.99797 -1.84667 -2.35350
H -7.36015 -3.66888 -1.40038
H -6.83193 -2.65350 -0.05960
H -5.98172 -5.31162 -0.68512
H -6.21584 -4.60945 0.74627
C 3.77184 -0.62474 2.56697
C 2.83178 -1.70843 2.04645
C 3.11980 -2.12529 0.59298
O 2.66670 -1.20347 -0.38139
C 3.52628 -0.10322 -0.60675
N 1.44966 -1.26103 2.22157
H 3.52319 0.36179 2.17462
H 3.70279 -0.56017 3.65413
H 4.81115 -0.84516 2.30898
H 2.98204 -2.59522 2.67007
H 2.57274 -3.04950 0.39208
H 4.18519 -2.34941 0.44399
H 4.58136 -0.37808 -0.51117
H 3.28211 0.71350 0.07620
H 3.35318 0.25459 -1.62311
H 0.82276 -2.01983 1.96507
H 1.26946 -0.55524 1.51365
C 0.92965 5.82452 -0.96706
C 1.69087 4.71251 -1.68125
C 1.72278 3.38727 -0.90164
O 2.63353 3.37024 0.18697
C 2.14247 3.96248 1.37685
N 3.04129 5.19039 -2.00028
H 1.50164 6.25696 -0.14606
H 0.71140 6.63593 -1.66293
H -0.01931 5.45921 -0.56965
H 1.17045 4.51709 -2.62298
H 2.06824 2.60462 -1.58220
H 0.72034 3.09152 -0.57059
H 1.06981 3.79510 1.50238
H 2.36036 5.03319 1.39475
H 2.66554 3.50437 2.21679
H 3.51323 4.48911 -2.56401
H 3.57081 5.20115 -1.13284
```

Summary:
LUMO level (eV): 2.41
Gap between HOMO and LUMO (eV): 6.911
Charge: -1
Spin multiplicity: 1
Strongest force on any atom (Eh/bohr): 0.0322

=====

[2]
ORCA calculation (wB97M-V/def2-TZVPD) on 7 unconnected molecules or ions with the total composition C10H34BrN2O6.

XYZ file:
```
53
C10H34BrN2O6, DFT wB97M-V/def2-TZVPD
Br -12.74862 -34.09298 -13.72813
C -8.50731 -34.26836 -10.60107
C -9.43235 -34.27720 -11.80281
O -10.49341 -35.18337 -11.54172
H -7.73423 -33.50515 -10.70606
H -8.07141 -35.25822 -10.46226
H -9.07154 -34.02738 -9.69724
H -8.88010 -34.58482 -12.70023
H -9.84132 -33.27455 -11.97892
H -11.18319 -35.01052 -12.20948
C -12.05668 -30.21217 -15.94266
C -10.88469 -31.09838 -16.33848
C -9.78058 -31.09710 -15.28498
O -9.64360 -29.81777 -14.67732
C -8.65425 -29.81235 -13.68643
N -11.36654 -32.44468 -16.61809
H -11.75454 -29.17661 -15.80327
H -12.47969 -30.55325 -14.98950
H -12.85076 -30.28822 -16.68282
H -10.45124 -30.68907 -17.26118
H -8.82855 -31.37195 -15.76804
H -10.00178 -31.85704 -14.52094
H -8.77189 -28.89527 -13.10331
H -7.65273 -29.80863 -14.13216
H -8.78780 -30.65608 -13.00066
H -11.73727 -32.83001 -15.74497
H -10.58220 -33.05978 -16.83160
C -17.80751 -33.70870 -14.10356
C -17.31592 -32.32776 -13.70367
C -17.63279 -32.06275 -12.23542
O -17.22852 -30.76764 -11.89467
C -16.80013 -30.64368 -10.55811
N -15.89112 -32.18641 -14.01623
H -18.74518 -33.99254 -13.61377
H -17.08105 -34.45790 -13.77404
H -17.93452 -33.78615 -15.18028
H -17.85340 -31.55355 -14.26722
H -17.14335 -32.83486 -11.62149
H -18.71879 -32.20717 -12.08339
H -17.63763 -30.78255 -9.86379
H -16.38766 -29.64265 -10.43802
H -16.00052 -31.35942 -10.34204
H -15.46511 -31.55518 -13.33671
H -15.39480 -33.05765 -13.83089
O -10.36922 -36.15124 -15.19671
H -10.25016 -36.95288 -14.67920
H -10.65642 -35.49563 -14.54237
O -14.80423 -36.26044 -15.42075
H -14.48913 -35.50692 -14.89611
H -13.99648 -36.56681 -15.84398
O -13.52928 -31.30027 -12.00734
H -13.33161 -31.54751 -11.09953
H -13.14260 -32.03004 -12.52992
```

Summary:
LUMO level (eV): 2.90
Gap between HOMO and LUMO (eV): 8.761
Charge: -1
Spin multiplicity: 1
Relative energy (zero: lowest compared OMol25 entry of this formula, charge and spin) (kJ/mol): 0.0
Strongest force on any atom (Eh/bohr): 0.0187

=====

What did the second record say?
ORCA calculation (wB97M-V/def2-TZVPD) on 7 unconnected molecules or ions with the total composition C10H34BrN2O6.

XYZ file:
```
53
C10H34BrN2O6, DFT wB97M-V/def2-TZVPD
Br -12.74862 -34.09298 -13.72813
C -8.50731 -34.26836 -10.60107
C -9.43235 -34.27720 -11.80281
O -10.49341 -35.18337 -11.54172
H -7.73423 -33.50515 -10.70606
H -8.07141 -35.25822 -10.46226
H -9.07154 -34.02738 -9.69724
H -8.88010 -34.58482 -12.70023
H -9.84132 -33.27455 -11.97892
H -11.18319 -35.01052 -12.20948
C -12.05668 -30.21217 -15.94266
C -10.88469 -31.09838 -16.33848
C -9.78058 -31.09710 -15.28498
O -9.64360 -29.81777 -14.67732
C -8.65425 -29.81235 -13.68643
N -11.36654 -32.44468 -16.61809
H -11.75454 -29.17661 -15.80327
H -12.47969 -30.55325 -14.98950
H -12.85076 -30.28822 -16.68282
H -10.45124 -30.68907 -17.26118
H -8.82855 -31.37195 -15.76804
H -10.00178 -31.85704 -14.52094
H -8.77189 -28.89527 -13.10331
H -7.65273 -29.80863 -14.13216
H -8.78780 -30.65608 -13.00066
H -11.73727 -32.83001 -15.74497
H -10.58220 -33.05978 -16.83160
C -17.80751 -33.70870 -14.10356
C -17.31592 -32.32776 -13.70367
C -17.63279 -32.06275 -12.23542
O -17.22852 -30.76764 -11.89467
C -16.80013 -30.64368 -10.55811
N -15.89112 -32.18641 -14.01623
H -18.74518 -33.99254 -13.61377
H -17.08105 -34.45790 -13.77404
H -17.93452 -33.78615 -15.18028
H -17.85340 -31.55355 -14.26722
H -17.14335 -32.83486 -11.62149
H -18.71879 -32.20717 -12.08339
H -17.63763 -30.78255 -9.86379
H -16.38766 -29.64265 -10.43802
H -16.00052 -31.35942 -10.34204
H -15.46511 -31.55518 -13.33671
H -15.39480 -33.05765 -13.83089
O -10.36922 -36.15124 -15.19671
H -10.25016 -36.95288 -14.67920
H -10.65642 -35.49563 -14.54237
O -14.80423 -36.26044 -15.42075
H -14.48913 -35.50692 -14.89611
H -13.99648 -36.56681 -15.84398
O -13.52928 -31.30027 -12.00734
H -13.33161 -31.54751 -11.09953
H -13.14260 -32.03004 -12.52992
```

Summary:
LUMO level (eV): 2.90
Gap between HOMO and LUMO (eV): 8.761
Charge: -1
Spin multiplicity: 1
Relative energy (zero: lowest compared OMol25 entry of this formula, charge and spin) (kJ/mol): 0.0
Strongest force on any atom (Eh/bohr): 0.0187